16 unconnected molecules or ions with the total composition H30O19S in a non-equilibrium geometry, computed with ωB97M-V with the def2-TZVPD basis set.

Geometry as XYZ:
```
50
Properties=species:S:1:pos:R:3:forces:R:3
S -0.167 0.050 -0.153 1.42 0.80 2.05
O 0.347 -1.303 -0.297 0.77 -1.08 -0.27
O -0.013 0.484 1.239 -0.33 -0.32 -1.03
O 0.634 0.981 -0.955 -0.13 0.57 0.01
O -1.515 0.078 -0.571 -2.18 0.52 -1.52
O 1.817 1.734 2.475 -0.06 0.58 0.16
H 2.728 1.784 2.199 0.41 -0.07 -0.35
H 1.320 1.371 1.714 0.29 -0.16 0.52
O -2.191 -2.082 1.879 1.07 -1.27 1.55
H -2.502 -2.791 1.331 -0.09 -0.49 -0.57
H -2.522 -1.314 1.471 -1.04 1.66 -0.66
O 2.166 0.488 -2.729 0.69 -0.66 -0.02
H 1.657 0.732 -1.914 0.37 -0.90 -0.11
H 2.242 1.350 -3.095 0.55 1.20 -1.02
O 1.160 -1.938 2.135 2.02 -1.97 1.21
H 0.509 -1.327 1.857 -0.98 0.63 -0.67
H 1.481 -2.461 1.386 -0.69 0.63 0.39
O 0.324 -2.097 -2.755 1.05 -0.53 -0.81
H 1.253 -2.050 -3.081 -1.04 0.24 0.47
H 0.379 -1.894 -1.798 0.02 0.21 -0.51
O -3.645 0.029 0.698 -1.28 -1.45 0.40
H -3.639 0.940 0.882 -0.15 1.99 0.60
H -2.839 -0.042 0.189 0.39 0.00 -0.39
O -1.080 2.694 2.852 -1.43 1.61 0.17
H -0.269 2.760 2.379 0.90 0.24 -0.78
H -1.009 1.838 3.237 0.27 -1.06 0.78
O -2.695 -2.145 -1.269 -0.81 -0.92 -0.44
H -1.993 -2.818 -1.110 -0.36 1.17 0.05
H -2.398 -1.235 -1.113 0.51 -0.92 -0.20
O -2.143 2.654 -1.289 0.50 -0.63 -0.79
H -1.305 3.042 -1.601 -0.49 -0.09 0.35
H -1.997 1.696 -1.495 -0.24 1.07 0.33
O -0.345 0.902 -3.676 -0.22 -0.14 0.01
H 0.444 0.776 -3.109 -0.59 -0.15 -0.71
H -0.772 0.034 -3.615 0.12 0.14 0.01
O -0.370 0.189 3.680 0.14 0.02 1.81
H -0.148 0.265 2.749 -0.08 -0.22 -0.28
H -1.312 0.068 3.725 -0.54 -0.55 -0.18
O 3.200 1.885 -0.285 0.26 1.28 0.96
H 2.285 1.595 -0.325 0.09 -0.23 -0.16
H 3.699 1.337 -0.867 0.19 -0.95 -0.59
O 3.002 -1.230 -0.319 0.80 -1.45 0.22
H 3.155 -2.153 -0.032 0.51 0.75 -0.20
H 2.043 -1.239 -0.217 -0.57 0.63 -0.15
O 0.561 3.336 0.141 -0.88 0.91 -0.89
H 1.142 3.446 0.879 0.69 -0.43 0.51
H 0.565 2.429 -0.222 0.15 0.51 0.50
O -0.724 -3.687 -0.223 -1.56 -1.00 1.20
H -0.297 -4.275 -0.803 0.95 -0.93 -1.22
H -0.224 -2.885 -0.175 0.58 1.17 0.23
```
Positions in Å, forces in eV/Å.

The value obtained for the gap between HOMO and LUMO is 0.3488 Ha. Its total charge is -2. The total energy comes out at -1845.8602 Ha. The largest force on an atom is 0.0597 Eh/bohr. The calculation puts the lowest unoccupied orbital energy at 4.9 eV. The value obtained for the HOMO energy is -4.61 eV.


A molecular structure, C5H10O, computed with ωB97M-V with the def2-TZVPD basis set.

Geometry as XYZ:
```
16
Properties=species:S:1:pos:R:3:forces:R:3
C 1.842 -0.024 0.361 0.06 0.00 -0.04
C 0.636 -0.202 1.283 0.00 0.02 0.06
C -0.643 -0.599 0.538 -0.02 -0.02 -0.07
C -1.062 0.458 -0.459 0.14 0.02 0.08
C -0.522 0.476 -1.840 0.16 0.30 0.13
O -2.216 0.102 -1.280 -0.01 -0.13 -0.17
H 1.686 0.790 -0.357 0.04 -0.11 0.11
H 2.029 -0.935 -0.219 -0.03 0.13 0.08
H 2.745 0.208 0.935 -0.13 -0.03 -0.08
H 0.456 0.727 1.843 0.02 -0.13 -0.08
H 0.859 -0.969 2.034 -0.05 0.11 -0.12
H -1.459 -0.759 1.255 0.10 0.04 -0.13
H -0.483 -1.542 -0.002 0.00 0.13 0.04
H -1.316 1.409 0.020 0.02 -0.12 -0.09
H -0.681 1.486 -2.250 0.07 -0.07 0.09
H -1.869 -0.625 -1.860 -0.37 -0.15 0.19
```
Positions in Å, forces in eV/Å.

The value obtained for the gap between HOMO and LUMO is 0.3524 Ha. The total energy comes out at -271.5965 Ha. The largest force on an atom is 0.0086 Eh/bohr. The calculation puts the lowest unoccupied orbital energy at 0.8 eV. The value obtained for the HOMO energy is -8.81 eV.


A molecular structure, C21H23N5OS3Sc, computed with ωB97M-V with the def2-TZVPD basis set.

Geometry as XYZ:
```
54
Properties=species:S:1:pos:R:3:forces:R:3
Sc -0.477 -0.462 -0.989 -0.51 -0.57 -0.30
C 3.797 -1.445 -2.230 -0.09 -0.09 -0.02
C 4.467 -0.265 -1.977 0.03 0.06 0.02
C 3.741 0.877 -1.662 0.03 -0.06 -0.04
C 2.363 0.790 -1.604 -0.11 0.07 0.01
N 1.713 -0.367 -1.815 0.04 -0.06 0.06
C 2.413 -1.458 -2.130 0.05 0.16 0.01
C 1.482 1.969 -1.365 0.07 -0.07 0.00
C 1.951 3.270 -1.278 -0.05 -0.01 0.02
C 1.032 4.296 -1.134 0.04 0.03 -0.01
C -0.323 4.013 -1.116 -0.01 -0.06 0.00
C -0.721 2.688 -1.215 -0.13 0.01 0.02
N 0.173 1.698 -1.304 0.10 0.16 -0.07
C -2.144 2.250 -1.288 0.14 0.02 0.00
C -3.201 3.136 -1.377 -0.09 -0.06 -0.01
C -4.483 2.626 -1.540 0.06 0.08 0.00
C -4.663 1.259 -1.615 0.00 -0.12 0.00
C -3.556 0.432 -1.491 0.05 0.11 0.01
N -2.324 0.918 -1.323 0.08 0.00 0.04
H 4.323 -2.350 -2.497 0.01 0.00 0.00
H 5.547 -0.221 -2.034 0.01 0.00 0.00
H 4.252 1.809 -1.477 0.00 0.01 0.01
H 1.824 -2.350 -2.309 0.06 -0.03 -0.01
H 3.006 3.486 -1.336 0.00 0.02 0.00
H 1.371 5.320 -1.059 0.00 0.00 0.00
H -1.047 4.809 -1.034 0.00 0.01 0.01
H -3.042 4.203 -1.342 0.01 0.00 0.00
H -5.326 3.299 -1.619 -0.01 -0.01 0.00
H -5.640 0.823 -1.760 -0.01 0.01 0.00
H -3.633 -0.647 -1.506 -0.05 0.00 -0.01
S -1.507 -4.823 -0.998 0.01 -0.13 0.02
C -1.491 -3.204 -1.126 0.03 0.43 -0.07
S -2.079 -2.111 0.128 0.12 -0.05 -0.18
S -0.816 -2.356 -2.544 -0.07 -0.01 0.26
C -1.027 0.664 2.776 -0.04 0.03 -0.02
N -0.306 -0.585 2.950 0.03 -0.09 0.11
C -0.051 -0.985 4.329 -0.02 -0.02 0.01
C 0.295 -1.157 1.900 -0.10 0.10 -0.33
O 0.444 -0.471 0.826 0.29 0.10 0.41
N 0.749 -2.415 1.965 0.02 -0.03 0.08
C 1.601 -2.899 0.887 -0.04 0.01 0.06
C 0.013 -3.468 2.674 0.00 0.08 -0.03
H -1.780 0.739 3.559 0.02 -0.01 0.01
H -1.542 0.676 1.817 0.03 0.00 0.00
H -0.357 1.524 2.844 -0.02 0.02 -0.03
H 0.251 -0.103 4.896 0.00 -0.01 0.00
H 0.752 -1.714 4.367 0.02 0.03 0.01
H -0.943 -1.410 4.791 0.00 0.01 0.01
H 2.319 -2.132 0.610 -0.01 0.00 -0.03
H 1.005 -3.203 0.020 0.02 0.00 -0.01
H 2.142 -3.769 1.255 0.01 0.00 -0.02
H -0.868 -3.055 3.155 0.01 -0.03 -0.02
H 0.651 -3.954 3.412 -0.02 -0.03 -0.01
H -0.331 -4.193 1.934 0.01 -0.03 0.02
```
Positions in Å, forces in eV/Å.

The value obtained for the gap between HOMO and LUMO is 0.2122 Ha. Its total charge is +1. The total energy comes out at -3118.3627 Ha. The largest force on an atom is 0.0161 Eh/bohr. The calculation puts the lowest unoccupied orbital energy at -3.9 eV. The value obtained for the HOMO energy is -9.66 eV.


10 unconnected molecules or ions with the total composition C20H40Cl20 in a non-equilibrium geometry, computed with ωB97M-V with the def2-TZVPD basis set.

Geometry as XYZ:
```
80
Properties=species:S:1:pos:R:3:forces:R:3
Cl -19.319 25.912 -5.176 -0.66 0.25 -1.01
C -19.274 25.284 -3.545 0.63 0.42 1.11
C -18.839 23.857 -3.522 0.51 -0.34 -0.20
Cl -20.061 22.760 -4.132 -1.02 -0.67 -0.56
H -20.191 25.482 -2.990 -0.07 -0.08 -0.30
H -18.481 25.885 -3.100 -0.01 -0.13 0.46
H -18.615 23.442 -2.539 0.28 0.64 0.09
H -18.003 23.751 -4.214 0.22 -0.05 0.32
Cl -13.329 24.023 5.573 -0.16 0.06 0.10
C -14.095 22.672 4.704 -0.49 -1.09 1.14
C -14.247 21.450 5.655 0.58 -0.07 -0.45
Cl -12.643 20.792 6.110 0.39 0.01 0.11
H -13.459 22.465 3.843 -0.30 -0.25 0.11
H -15.109 22.947 4.413 0.21 0.27 -0.23
H -14.719 20.573 5.211 -0.29 0.48 -0.42
H -14.747 21.649 6.603 -0.02 0.44 -0.28
Cl -18.051 16.261 3.363 0.16 -0.12 0.70
C -18.685 16.521 1.729 1.17 -0.41 -0.34
C -17.504 16.609 0.738 -1.43 0.00 -0.15
Cl -16.632 18.122 0.971 0.48 0.05 0.12
H -19.270 17.439 1.797 -0.05 -0.29 -0.46
H -19.250 15.618 1.499 -0.33 0.37 -0.11
H -17.930 16.632 -0.265 0.01 0.12 -0.05
H -16.837 15.748 0.775 0.01 0.20 0.36
Cl -21.290 17.980 -0.499 -0.07 -0.54 -0.27
C -20.821 19.676 -0.320 0.05 0.97 -0.19
C -20.006 20.225 -1.521 -1.64 -0.38 0.63
Cl -18.515 19.353 -1.622 1.32 -0.40 -0.24
H -20.291 19.723 0.631 0.23 0.25 -0.25
H -21.755 20.226 -0.208 0.12 0.12 -0.11
H -19.837 21.298 -1.436 0.12 -0.11 0.23
H -20.537 20.035 -2.453 -0.11 0.11 0.13
Cl -15.770 16.000 -2.276 0.35 0.39 -0.55
C -15.064 17.648 -2.446 0.94 0.82 -0.16
C -14.013 17.849 -3.602 -0.38 -0.94 0.40
Cl -13.414 19.550 -3.717 -0.44 -0.66 0.28
H -14.533 17.811 -1.508 -0.05 0.04 -0.05
H -15.875 18.376 -2.471 -0.03 -0.21 -0.32
H -14.324 17.535 -4.598 -0.57 0.35 0.16
H -13.164 17.195 -3.403 0.15 0.29 0.26
Cl -15.745 21.196 2.067 -0.03 0.24 0.31
C -14.740 21.444 0.630 1.10 -1.27 -0.64
C -15.594 21.418 -0.627 0.95 -0.91 0.18
Cl -16.593 22.825 -0.702 -1.25 1.04 -0.20
H -14.050 20.602 0.573 -0.33 -0.57 0.06
H -13.994 22.224 0.780 -0.81 0.86 -0.16
H -16.205 20.515 -0.637 -0.20 0.13 0.35
H -15.019 21.324 -1.549 0.44 0.36 0.11
Cl -12.692 27.256 -1.421 0.49 0.10 -0.31
C -14.146 27.713 -0.506 0.52 -0.04 0.66
C -14.289 26.819 0.733 -0.57 0.08 -1.06
Cl -14.353 25.119 0.172 -0.14 -0.20 0.29
H -14.988 27.637 -1.194 -0.07 -0.10 0.26
H -13.983 28.751 -0.218 -0.23 -0.06 0.06
H -15.284 27.009 1.134 0.16 0.04 0.40
H -13.490 26.878 1.472 -0.16 0.31 -0.23
Cl -9.459 25.099 1.313 -0.10 0.18 -0.04
C -11.116 24.434 1.252 0.15 -1.07 0.19
C -11.804 24.433 2.632 0.07 0.67 -0.92
Cl -11.792 26.076 3.316 0.06 0.35 0.23
H -10.997 23.390 0.960 0.12 -0.14 0.14
H -11.617 24.876 0.390 -0.30 0.53 0.65
H -11.322 23.775 3.355 0.11 0.05 -0.22
H -12.864 24.190 2.547 0.14 -0.22 -0.22
Cl -13.511 23.506 -4.521 0.06 0.13 0.21
C -14.719 23.898 -3.238 -0.46 -0.77 -0.88
C -15.222 25.317 -3.307 1.19 -0.19 0.93
Cl -15.839 25.862 -4.863 -0.13 -0.16 -0.11
H -14.253 23.681 -2.276 -0.08 0.26 -0.11
H -15.532 23.193 -3.412 0.06 -0.02 0.12
H -14.358 25.923 -3.035 -0.30 0.41 -0.12
H -15.982 25.402 -2.531 -0.19 0.22 -0.07
Cl -11.344 20.561 1.470 -0.72 0.34 -0.46
C -9.916 19.734 2.025 0.97 -0.57 1.26
C -9.161 20.614 3.033 -0.14 1.15 -0.76
Cl -8.419 22.065 2.122 -0.34 -1.25 0.88
H -9.335 19.379 1.173 0.12 0.42 0.08
H -10.245 18.843 2.559 -0.11 -0.02 0.05
H -8.418 20.151 3.682 0.27 -0.27 -0.70
H -9.871 21.059 3.730 -0.14 0.05 -0.22
```
Positions in Å, forces in eV/Å.

The value obtained for the gap between HOMO and LUMO (alpha / beta) is 0.0588 / 0.3667 Ha. Its multiplicity is 2. Its total charge is -1. The total energy comes out at -9989.8919 Ha. The largest force on an atom is 0.0350 Eh/bohr. The calculation puts the lowest unoccupied orbital energy (alpha / beta) at 1.8 / 1.8 eV. The value obtained for the HOMO energy (alpha / beta) is 0.20 / -8.21 eV. The expectation value of S² is 0.751.